Molecular formula: C25H40N4O2S2SeSn
Method: DFT, ωB97M-V/def2-TZVPD

Structure (XYZ):
```
75
Properties=species:S:1:pos:R:3:lowdin_charge:R:1
Sn -0.92 -0.30 0.00 0.596
C -4.23 -0.54 -3.18 0.012
C -2.80 -0.07 -3.27 -0.531
O -2.29 0.69 -2.46 -0.095
N -2.13 -0.53 -4.35 0.063
C -0.69 -0.38 -4.50 -0.109
C 0.04 -1.66 -4.15 -0.277
C 1.02 -2.19 -4.99 -0.028
C 1.64 -3.37 -4.61 -0.067
C 1.27 -3.98 -3.43 -0.069
C 0.28 -3.38 -2.67 -0.186
N -0.33 -2.25 -3.02 0.096
H -4.67 -0.21 -2.24 0.053
H -4.27 -1.63 -3.21 0.090
H -4.82 -0.15 -4.01 0.088
H -2.57 -1.25 -4.91 0.142
H -0.39 0.41 -3.82 0.125
H -0.46 -0.08 -5.52 0.119
H 1.29 -1.68 -5.90 0.108
H 2.41 -3.81 -5.24 0.106
H 1.73 -4.91 -3.10 0.103
H -0.04 -3.81 -1.72 0.105
C 5.00 -3.48 2.27 -0.113
C 3.87 -4.51 2.11 -0.261
C 2.70 -4.05 1.24 -0.215
C 1.83 -2.94 1.83 -0.212
N 2.45 -1.62 1.82 -0.005
C 2.54 -0.82 0.75 -0.864
S 1.95 -1.28 -0.77 0.574
N 3.13 0.37 0.96 -0.009
C 3.23 1.45 -0.01 -0.236
C 4.65 1.60 -0.55 -0.197
C 5.73 1.68 0.52 -0.272
C 5.58 2.87 1.46 -0.112
H 5.85 -3.92 2.79 0.067
H 4.67 -2.61 2.83 0.055
H 5.34 -3.13 1.29 0.075
H 3.50 -4.79 3.10 0.103
H 4.29 -5.41 1.66 0.101
H 2.05 -4.91 1.06 0.110
H 3.07 -3.71 0.27 0.081
H 1.59 -3.17 2.87 0.127
H 0.89 -2.89 1.28 0.080
H 2.59 -1.18 2.72 0.132
H 3.20 0.65 1.93 0.126
H 2.89 2.36 0.48 0.112
H 2.55 1.23 -0.82 0.067
H 4.68 2.50 -1.17 0.113
H 4.86 0.74 -1.20 0.107
H 6.71 1.74 0.03 0.102
H 5.73 0.75 1.10 0.096
H 5.58 3.81 0.90 0.075
H 6.40 2.91 2.18 0.068
H 4.64 2.83 2.03 0.062
Se -0.18 1.01 1.90 -0.189
C -6.99 4.24 4.52 -0.051
C -6.27 3.56 3.38 -0.272
C -6.78 3.61 2.09 -0.045
C -6.11 2.98 1.04 -0.087
C -4.93 2.31 1.29 -0.397
C -4.41 2.24 2.58 -0.052
C -5.08 2.87 3.61 -0.028
S -4.06 1.57 -0.09 0.901
C -2.86 2.90 -0.27 -0.238
O -3.35 0.38 0.50 -0.709
H -7.94 4.66 4.19 0.072
H -6.38 5.05 4.93 0.083
H -7.18 3.53 5.33 0.082
H -7.70 4.14 1.89 0.110
H -6.51 3.01 0.03 0.106
H -3.48 1.70 2.75 0.102
H -4.67 2.83 4.61 0.119
H -2.22 2.90 0.61 0.015
H -3.41 3.83 -0.38 0.063
H -2.27 2.69 -1.17 0.035
```

Results
HOMO-LUMO gap: 7.405 eV
largest force on an atom: 0.55 eV/A
total charge: 0
electronic energy: -129479.436 eV
LUMO: 0.59 eV
molecular weight: 690.43 g/mol